{
  "formula": "C5H14N3",
  "method": "ωB97M-V with the def2-TZVPD basis set",
  "charge": 1,
  "e_homo_ev": -12.29,
  "homo_lumo_gap_ev": 6.685,
  "species": ["C", "C", "C", "N", "H", "H", "H", "H", "H", "H", "C", "N", "C", "N", "H", "H", "H", "H", "H", "H", "H", "H"],
  "positions_angstrom": [[1.498, -0.624, -2.387], [1.205, -0.882, -3.651], [1.421, -1.527, -0.148], [1.462, -1.672, -1.417], [1.688, 0.342, -1.947], [0.939, -1.881, -3.976], [1.236, -0.097, -4.389], [1.374, -2.425, 0.452], [1.511, -0.533, 0.264], [1.339, -2.609, -1.792], [-0.757, 0.819, 0.197], [-0.277, 1.304, 1.495], [-1.111, 0.843, 2.612], [-2.413, 1.441, 2.706], [-0.030, 1.055, -0.579], [-0.928, -0.273, 0.203], [-1.687, 1.327, -0.045], [0.662, 0.941, 1.631], [-0.546, 1.033, 3.525], [-1.250, -0.249, 2.583], [-2.345, 2.452, 2.761], [-2.990, 1.215, 1.903]]
}